<P>
This record from OMol25 describes a cluster of 2 separate species, C5H11NP in total. The level of theory is the ωB97M-V functional and the def2-TZVPD basis.

Geometry as XYZ:
```
18
C5H11NP, DFT the ωB97M-V functional and the def2-TZVPD basis
C -0.03 1.12 0.59
C -0.24 3.11 2.15
H -2.06 -0.66 -0.01
P -1.39 -1.79 0.49
C 0.47 2.29 1.30
H 0.19 3.61 2.95
H -0.73 -1.86 -2.91
H -1.83 -2.60 -0.69
H 0.54 -2.88 -1.32
H -1.18 3.44 1.87
N 0.92 -2.17 -0.79
H 1.86 -1.82 -1.01
H -0.22 -1.61 -3.17
C 0.05 -1.24 -0.38
C 0.64 0.13 0.03
H 1.63 0.36 -0.19
H 1.39 2.02 1.79
H -1.11 0.94 0.49
```

Its charge is +1. The calculation puts the LUMO energy at -5.522 eV. The calculation puts the gap between HOMO and LUMO at 7.849 eV.

<Q>
This record from OMol25 describes a cluster of 2 separate species, C5H11NP in total. The level of theory is the ωB97M-V functional and the def2-TZVPD basis.

Geometry as XYZ:
```
18
C5H11NP, DFT the ωB97M-V functional and the def2-TZVPD basis
H -1.11 1.17 -1.85
P -0.79 -0.35 0.09
C -1.29 1.15 -0.83
H -0.50 1.84 -0.33
H -2.61 -2.11 0.19
H -0.66 -0.30 2.74
H 3.83 1.27 -2.40
H -1.57 -2.07 -1.38
H 1.43 -1.15 1.24
H -2.30 1.39 -0.50
C 3.37 1.23 -1.46
H 1.48 0.46 0.53
C 0.88 -0.29 0.93
N 2.93 1.32 -0.39
H -0.47 1.15 1.82
C -1.53 -2.04 -0.29
C -0.37 0.08 1.78
H -0.71 -2.74 0.09
```

Its charge is +1. The calculation puts the LUMO energy at -2.934 eV. The calculation puts the gap between HOMO and LUMO at 11.932 eV.

Name the least stable of them. <P>.

<P>
This record from OMol25 describes a cluster of 2 separate species, CH3N2S in total. The level of theory is the ωB97M-V functional and the def2-TZVPD basis.

Geometry as XYZ:
```
7
CH3N2S, DFT the ωB97M-V functional and the def2-TZVPD basis
N 0.77 0.90 0.46
C 0.18 -0.18 0.17
H -0.80 -1.81 0.02
S 1.87 -0.33 -0.27
H -1.73 -0.37 0.70
H 0.70 2.64 -1.21
N -1.00 -0.85 0.13
```

Its charge is +1. The calculation puts the LUMO energy (spin up / spin down) at -8.383 / -5.710 eV. The calculation puts the gap between HOMO and LUMO (spin up / spin down) at 6.301 / 10.395 eV.

<Q>
This record from OMol25 describes the ion CH3N2S with charge +1. The level of theory is the ωB97M-V functional and the def2-TZVPD basis.

Geometry as XYZ:
```
7
CH3N2S, DFT the ωB97M-V functional and the def2-TZVPD basis
C -0.10 0.19 0.11
S 2.73 0.08 -0.04
H -2.05 0.60 0.61
N -1.42 0.23 -0.02
N 1.06 0.36 0.06
H 3.14 -1.32 0.53
H -1.62 -0.10 -0.98
```

Its charge is +1. The calculation puts the LUMO energy at -4.960 eV. The SMILES is [NH2+]=C=NS. The calculation puts the gap between HOMO and LUMO at 10.116 eV.

Name the least stable of them. <P>.

<P>
This record from OMol25 describes a structure of composition C45H43IrN7O2PS7. The level of theory is the ωB97M-V functional and the def2-TZVPD basis.

Geometry as XYZ:
```
106
C45H43IrN7O2PS7, DFT the ωB97M-V functional and the def2-TZVPD basis
C -1.09 -3.17 2.32
H 0.86 -1.16 5.84
H -0.74 -1.67 -2.07
S -3.19 5.65 0.22
H 2.23 6.15 0.37
H 1.85 0.16 -7.02
C -4.05 10.15 -1.20
C -5.35 -5.33 5.38
H -3.86 10.23 -2.27
C 2.76 2.72 -1.44
H -7.59 -7.28 5.87
H -3.24 -5.41 4.87
C -3.24 6.29 -1.31
H 2.76 3.90 -3.27
H -0.11 1.80 -7.07
H 4.70 2.11 -4.50
H 2.63 4.10 1.68
C -4.18 -4.88 4.79
H 4.54 -1.91 -1.16
C 1.13 -1.01 4.77
P 2.86 1.11 -2.28
S 1.93 -2.39 -2.80
H 6.96 -1.50 -1.87
C -4.21 -3.66 4.05
H -3.19 0.12 1.07
C 1.05 -4.55 2.13
H 0.66 -0.04 4.40
H -9.19 -6.59 5.42
S -3.02 8.85 -0.40
H -3.83 11.12 -0.69
H 3.26 1.35 4.54
H 0.40 2.61 -2.83
C 2.37 5.14 -1.49
H -1.52 -4.73 3.62
C 2.19 0.58 -4.91
N 1.89 -2.54 0.26
N 4.43 -0.89 -1.11
H -5.10 9.89 -1.12
C -1.59 0.97 -0.21
C 2.69 -3.60 0.59
H 2.41 6.06 -2.11
C 6.50 -0.73 -2.47
H 2.80 -5.55 1.42
C 1.55 0.74 -6.15
O -7.73 -5.20 5.54
C 2.24 -4.62 1.44
H 3.00 0.59 6.18
C 7.15 -0.13 -3.55
N 0.49 -4.55 -2.67
H 1.33 -4.98 -3.01
H 0.72 -5.34 2.78
S -3.80 6.26 -5.56
O 2.94 -0.79 2.87
C 0.46 1.61 -6.16
C 3.45 0.49 5.20
C -1.40 -1.04 1.07
H 0.26 1.50 -1.21
C -6.57 -4.76 5.06
C 2.31 5.20 -0.13
C 1.86 1.26 -3.76
C -3.09 -3.26 3.27
C 2.55 4.01 0.64
C -6.63 -3.52 4.34
H 4.54 0.38 5.37
H 8.16 -0.35 -3.75
N -0.73 -2.61 -2.46
H -7.62 -3.01 4.19
C -0.25 0.72 -0.63
C -0.08 -1.29 0.57
H -2.21 1.77 -0.67
H 6.98 1.19 -5.25
H -0.85 2.78 -5.15
C 0.70 2.04 -3.73
C -3.44 6.57 -3.99
H -0.29 -5.24 -2.52
H 2.98 -0.17 -4.79
C 4.53 0.72 -2.90
H 4.72 -0.56 -0.24
N 0.45 -0.38 -0.27
C -8.09 -6.55 5.25
C -2.20 0.08 0.65
C -5.44 -2.96 3.95
C 0.45 -3.25 -2.55
C 0.04 2.16 -5.00
H -5.44 -6.12 6.10
C -3.02 7.63 -1.64
H -7.85 -6.87 4.21
C 5.20 1.28 -4.00
S -2.69 8.02 -3.29
C 0.28 -3.41 1.92
H 2.87 1.94 0.54
N -3.14 -2.12 2.52
N -1.87 -3.91 3.16
H 3.67 -3.70 0.14
C 2.59 3.92 -2.17
C 6.45 0.80 -4.36
S -3.64 5.31 -2.72
C 2.75 2.84 -0.06
C 5.18 -0.29 -2.15
C -1.88 -2.06 1.94
Ir 2.27 -0.77 -1.03
C 0.72 -2.42 0.98
H -5.39 -1.98 3.54
H -1.61 -3.07 -2.43
H 0.68 -1.89 4.22
S 2.91 -1.07 4.34
```

Its charge is +3. Its multiplicity is 6. The calculation puts the LUMO energy (spin up / spin down) at -7.308 / -10.406 eV. The calculation puts the gap between HOMO and LUMO (spin up / spin down) at 4.030 / 2.178 eV.

<Q>
This record from OMol25 describes a structure of composition C45H43IrN7O2PS7. The level of theory is the ωB97M-V functional and the def2-TZVPD basis.

Geometry as XYZ:
```
106
C45H43IrN7O2PS7, DFT the ωB97M-V functional and the def2-TZVPD basis
C 13.99 22.78 20.49
H 11.69 23.94 14.81
H 12.05 22.06 10.23
C 11.35 10.28 19.58
H 14.23 22.15 18.39
H 11.14 20.69 12.10
S 11.16 12.51 21.40
C 8.77 10.26 20.33
H 12.38 25.39 12.91
S 12.25 8.87 19.31
C 13.62 17.25 22.81
H 11.44 15.40 25.47
C 11.83 11.15 20.68
H 13.99 13.68 16.06
C 10.67 15.79 16.26
C 10.54 17.06 15.72
N 11.51 18.69 19.95
H 12.26 25.07 8.42
C 12.58 16.41 22.48
H 16.82 19.83 20.81
C 17.00 18.76 20.95
C 16.45 16.56 21.83
H 6.64 17.73 19.28
H 17.97 15.05 21.71
H 11.19 21.65 21.32
H 12.24 15.19 20.86
N 11.77 16.71 18.19
C 11.42 19.55 20.89
H 6.01 16.37 22.22
H 19.55 16.55 20.40
S 14.76 8.00 20.84
C 5.96 15.90 21.23
H 10.11 17.27 14.73
C 17.70 16.09 21.50
C 12.31 21.40 19.31
S 7.66 15.90 20.59
C 14.16 20.02 21.02
C 13.67 22.36 21.71
H 7.77 16.71 18.42
H 10.39 14.91 15.71
N 12.15 16.20 21.07
C 14.46 14.79 17.72
C 16.03 17.85 21.44
Ir 13.33 17.17 19.59
H 7.77 10.58 20.07
N 14.09 13.84 18.61
H 18.94 18.99 20.20
C 12.00 22.47 11.25
H 5.22 16.44 20.61
C 13.25 16.57 25.09
C 12.23 23.86 11.45
H 14.28 23.81 20.25
P 14.31 18.21 21.35
C 11.93 15.61 23.39
C 12.13 24.38 12.76
C 11.91 20.41 18.25
N 11.03 20.02 14.72
C 12.21 24.23 9.07
C 11.78 19.07 18.63
S 13.22 10.48 21.46
H 5.64 14.84 21.25
N 14.44 14.54 16.41
C 11.55 17.92 17.73
H 11.32 14.67 18.02
C 10.99 18.17 16.45
C 18.26 18.27 20.64
H 11.10 15.01 23.05
C 13.17 20.91 21.73
S 9.79 10.29 18.85
H 11.64 22.66 16.41
C 12.15 15.78 24.73
C 11.35 21.30 14.76
H 13.53 16.61 26.18
H 11.04 19.24 21.90
H 8.68 9.21 20.61
C 13.49 9.05 20.55
C 14.04 17.21 24.16
H 11.79 22.34 19.16
H 14.27 13.98 19.60
H 15.79 15.89 22.36
H 11.16 16.43 20.93
H 14.56 15.32 15.78
C 14.63 20.50 19.84
C 11.47 20.60 16.93
C 18.59 16.91 20.83
C 13.87 21.71 19.33
C 11.85 23.54 13.81
O 12.55 24.72 10.46
C 11.08 19.54 16.05
C 11.92 20.95 20.82
N 11.49 21.73 16.11
C 11.31 15.64 17.51
H 9.18 10.88 21.13
H 15.40 20.04 19.24
H 11.19 23.78 9.10
C 11.60 22.18 13.63
S 15.00 16.32 18.29
H 8.41 17.85 19.64
H 14.02 12.89 18.28
C 11.58 21.68 12.31
H 12.88 20.57 22.76
H 13.73 22.95 22.67
C 7.56 17.21 19.38
O 8.56 16.30 21.68
H 12.94 23.48 8.75
H 14.94 17.69 24.48
```

Its charge is +3. Its multiplicity is 6. The calculation puts the LUMO energy (spin up / spin down) at -8.726 / -11.135 eV. The calculation puts the gap between HOMO and LUMO (spin up / spin down) at 2.879 / 2.332 eV.

Name the least stable of them. <Q>.